Record 1
31
Properties=species:S:1:pos:R:3 method="wB97M-V/def2-TZVPD" molar_mass_g_mol=187.3 smiles=CN[C@@H]1C[C@H]2CC[C@@H]1c1ccccc12 gap_ev=9.137 de_lowest_kj_mol=483.6 multiplicity=1 homo_ev=-8.237
N 2.36581 0.74937 -0.25889
C -2.16477 1.50564 2.25809
C -1.31814 -0.24934 -1.10438
C -1.38812 0.29336 0.35975
C -0.32996 -2.36173 -0.15818
C 0.04212 0.17415 -1.65785
C -0.83080 1.37460 2.84907
C -1.57890 -1.72863 -0.90728
C 3.01035 1.19258 -1.55201
C 0.76982 -1.19534 0.37480
C -0.15146 -0.15873 1.02858
C -2.48851 0.92437 1.01666
C 0.01415 0.50984 2.35554
C 1.29370 -0.30580 -0.76274
H -2.02035 0.11962 -1.81042
H 0.47900 -2.67564 -0.93549
H 3.75020 2.01427 -1.27647
H 0.14014 -0.31557 -2.54865
H -2.38288 -1.83605 -0.31750
H -0.67497 1.42179 3.99117
H 3.61312 0.36299 -2.03718
H 1.78862 -0.88655 -1.45214
H -0.41519 -2.93669 0.80466
H 1.93185 1.44317 0.19728
H -3.01873 2.15600 2.87154
H -1.82758 -2.24647 -1.91800
H 0.93409 0.41156 2.93624
H 2.19143 1.74706 -2.02821
H 1.50266 -1.81652 1.16395
H -3.32829 1.10344 0.46455
H 0.09159 1.20924 -1.94650



Record 2
38
Properties=species:S:1:pos:R:3 method="wB97M-V/def2-TZVPD" molar_mass_g_mol=295.3 smiles="NC(=O)C[C@H](N)C(=O)N[C@@H](Cc1ccc(O)cc1)C(=O)O" gap_ev=8.952 de_lowest_kj_mol=522.1 multiplicity=1 homo_ev=-8.641
O -0.26830 5.99452 -0.73578
O -0.25181 0.62275 2.83440
O -2.17423 0.91403 1.45225
O 0.62557 -5.52685 0.63224
O -1.26245 -1.34955 -2.54120
N -0.70832 -3.97185 1.57299
N -0.90716 -0.64718 -0.50073
N 1.17542 -2.24278 -0.32559
C 1.20936 3.09567 0.83253
C -0.55413 -4.14266 -0.82082
C -0.22766 3.74884 -1.49391
C 0.13706 2.40398 -1.21960
C 0.11934 -2.71478 -1.13022
C -0.11754 -4.63897 0.59767
C 0.80615 2.09737 -0.06425
C 0.95460 4.38940 0.49238
C -0.09872 -0.21355 0.66048
C -1.00107 0.47717 1.69312
C 1.09871 0.67740 0.30520
C 0.16400 4.75135 -0.61073
C -0.81809 -1.58914 -1.46446
H 1.95134 -2.44045 -0.86159
H -0.72653 -4.31834 2.54081
H -0.77901 4.10748 -2.45056
H 1.23100 -1.23809 -0.67589
H -1.83553 -0.09912 -0.52264
H 1.66660 2.84208 1.71744
H 1.81429 0.80394 1.30640
H -0.78592 6.10642 -1.55072
H -0.43615 -4.84486 -1.64915
H 1.20374 5.17169 1.11041
H -0.27203 1.53981 -1.72387
H -1.35813 -3.21104 1.50211
H -0.65867 1.40658 3.36160
H -1.67714 -3.93988 -0.83588
H 0.47789 -1.00475 1.20718
H 1.49682 0.08432 -0.59214
H 0.78673 -3.10100 -2.04947



Record 3
35
Properties=species:S:1:pos:R:3 method="wB97M-V/def2-TZVPD" molar_mass_g_mol=251.3 smiles="CCOC(=O)C1CCN(C(=O)c2ccco2)CC1" gap_ev=9.458 de_lowest_kj_mol=115.2 multiplicity=1 homo_ev=-8.676
O 1.04161 0.94927 1.46069
O -3.23118 0.24916 -0.81082
O 2.31758 0.67040 -0.35937
O -0.55154 0.34370 -2.06754
N -0.18479 -1.34556 -0.62248
C 1.68143 0.24257 0.72249
C 2.15532 -2.01148 -0.33937
C 0.62636 -1.82116 1.63916
C -0.45052 -2.10474 0.57319
C 2.16497 2.04999 -0.70577
C -3.42978 1.08006 1.24148
C 3.11950 2.93328 0.08292
C 1.00604 -1.77080 -1.33045
C 1.87792 -1.25346 0.95878
C -4.07691 0.78082 0.08228
C -2.08322 0.69374 1.04510
C -2.01740 0.18510 -0.22369
C -0.85982 -0.25496 -1.05270
H -3.85009 1.51948 2.12257
H 2.37289 2.09284 -1.77616
H 0.26500 -1.08938 2.36176
H 0.87019 -2.73927 2.17345
H 0.78670 -2.68478 -1.89499
H 2.88369 2.88201 1.14307
H -0.43321 -3.16542 0.29736
H -5.10040 0.88989 -0.21764
H 1.12729 2.34446 -0.52227
H 1.25317 -0.97830 -2.03877
H -1.44440 -1.86351 0.94933
H -1.26747 0.80923 1.72850
H 2.24117 -3.07370 -0.10269
H 4.14666 2.60911 -0.06829
H 3.01938 3.96217 -0.24990
H 2.73409 -1.34477 1.63589
H 3.09604 -1.68434 -0.77910



Record 4
37
Properties=species:S:1:pos:R:3 method="wB97M-V/def2-TZVPD" molar_mass_g_mol=496.4 gap_ev="6.997 / 7.003" de_lowest_kj_mol=0.0 multiplicity=1 homo_ev="-8.555 / -8.554"
Pb 1.19265 0.06934 -0.73153
Cl 1.52751 -2.40643 -0.84322
Cl 3.06975 1.00866 0.72811
O -1.98701 -1.67945 6.40269
N 0.05657 -0.17045 2.03938
N -0.29917 -0.32768 7.11309
C -0.52650 -0.20418 -4.88392
C -0.77926 -1.16703 2.36030
C 2.50603 0.45652 -2.19780
C 0.65197 -0.53299 -3.96894
C -1.75380 0.21586 -4.08128
C 1.00019 0.72881 -3.11727
C -1.46430 1.30489 -3.01853
C 0.56244 0.58871 3.01887
C -0.65058 -0.62660 4.71977
C -1.04235 -0.94717 6.13830
C 0.21453 0.42078 4.36889
C -0.06510 1.38011 -2.52944
C -1.18162 -1.40924 3.68219
H -1.89351 -2.20686 3.88117
H 1.44576 1.44593 -3.83486
H 1.28764 1.35300 2.72854
H 0.14655 2.20485 -1.83321
H 0.63287 1.11465 5.09637
H -2.53444 0.57727 -4.75920
H -0.23581 0.61223 -5.55764
H -1.14731 -1.80182 1.54895
H -1.75066 2.28365 -3.44195
H -0.76966 -1.06847 -5.50940
H -2.14629 1.15272 -2.16769
H 0.60937 0.06646 6.91815
H 3.01044 -0.37857 -2.69278
H -2.16446 -0.66243 -3.56922
H 3.00693 1.42774 -2.19844
H 0.41352 -1.37879 -3.30656
H 1.53097 -0.81746 -4.56158
H -0.47389 -0.62655 8.05967



Record 5
39
Properties=species:S:1:pos:R:3 method="wB97M-V/def2-TZVPD" molar_mass_g_mol=347.9 smiles="Cc1ccc(NC(=S)N2CCN(S(C)(=O)=O)CC2)cc1Cl" gap_ev=8.201 de_lowest_kj_mol=32.9 multiplicity=1 homo_ev=-7.801
Cl 0.25475 1.46904 4.21797
S -0.42431 2.50718 -0.74176
S 2.10909 -0.63194 -0.57543
O 1.07247 -1.55360 -0.20109
O 2.18469 0.62340 0.10103
N -1.50296 0.13336 -0.38302
N -0.36367 0.45067 -2.38369
N 2.10310 -0.39977 -2.24761
C -1.70815 0.24793 0.99299
C -2.89924 -0.22466 1.53520
C -2.17656 0.39131 3.75860
C -0.25318 -0.96325 -2.68541
C -0.73133 0.94066 -1.16027
C -0.98105 0.83218 3.19399
C 0.54074 1.24116 -3.19115
C -3.12211 -0.14670 2.89649
C 1.98002 0.96845 -2.72010
C -0.73240 0.76705 1.83678
C -2.41795 0.48691 5.23137
C 3.69815 -1.46958 -0.38831
C 1.23203 -1.31809 -2.94318
H -0.85880 -1.19271 -3.57115
H -2.00805 -0.61902 -0.82876
H 0.21510 1.09551 1.44090
H -0.59974 -1.55763 -1.84176
H 2.69732 1.13353 -3.53009
H 3.67788 -2.37143 -0.98436
H 1.47606 -1.27082 -4.00750
H 0.40072 0.94705 -4.23442
H 1.44031 -2.32173 -2.57467
H -4.05518 -0.51002 3.30170
H -2.35322 1.52444 5.55623
H 2.22748 1.61530 -1.87792
H -3.39915 0.09647 5.48752
H -3.65303 -0.64940 0.88765
H 4.46511 -0.78847 -0.72995
H -1.65918 -0.07345 5.77603
H 3.83179 -1.70531 0.65974
H 0.29246 2.29598 -3.07259



Record 6
38
Properties=species:S:1:pos:R:3 method="wB97M-V/def2-TZVPD" molar_mass_g_mol=282.3 gap_ev=8.815 de_lowest_kj_mol=942.1 multiplicity=1 homo_ev=-9.157
O -4.88334 -0.78983 0.93210
O -0.33692 -2.11785 -0.21130
O 3.44619 0.14505 -0.38667
O 0.89776 3.20436 1.08891
O 2.79772 2.21121 0.88535
N 1.15073 0.29977 -0.68381
N 3.26194 -2.44016 -0.02617
C -0.34882 1.97753 -1.39134
C 0.98804 -0.98149 1.87221
C 2.23213 -0.32581 -0.47692
C 1.05630 1.60242 -0.80788
C -3.53084 -0.22715 -1.02563
C 2.00374 -1.76310 -0.37394
C -2.37905 0.26079 -1.47103
C -3.77278 -0.07527 0.39556
C 1.43840 2.24493 0.47402
C -1.44090 1.07452 -0.76598
C -2.79751 0.60701 1.22333
C -1.57728 1.10360 0.65549
C 0.81976 -2.03852 0.62889
H 1.89917 1.92336 -1.48493
H 3.27631 1.53641 0.34056
H 1.22452 -3.13217 1.06808
H -0.61871 2.96407 -1.03693
H -0.32009 2.14508 -2.41967
H -1.22075 -1.12463 0.29929
H 3.58763 -3.30159 -0.50724
H -0.75877 1.76051 1.11781
H 1.07495 0.09359 1.52309
H 3.96262 -1.79075 -0.29292
H -4.06735 -0.66282 -2.00780
H -2.23581 0.09213 -2.63286
H 0.18478 -0.95629 2.73388
H -2.98154 0.73430 2.34776
H 1.54675 -1.94258 -1.46541
H -5.97283 -0.98888 0.28885
H 0.31391 -0.05265 -0.52728
H 2.07991 -1.26909 2.12051



Record 7
40
Properties=species:S:1:pos:R:3 method="wB97M-V/def2-TZVPD" molar_mass_g_mol=429.6 gap_ev="6.815 / 7.300" multiplicity=4 homo_ev="-7.015 / -7.553"
V 0.28221 -0.40502 0.04708
S -0.13347 -2.06769 1.65069
S 2.00466 -0.06602 1.62388
S -2.22127 -0.42538 -0.19557
S -0.15436 1.50824 -2.02594
S -0.81831 2.38366 1.17630
O 1.45751 -0.97244 -1.35303
N 0.56285 -3.87647 4.82227
N 3.82979 -0.89421 4.77694
C -2.48927 1.80015 1.57638
C -1.14030 3.49985 -0.22288
C -2.83848 0.75909 -1.42100
C 2.89637 -1.34271 4.27483
C 2.25330 -1.86806 -1.65236
C 1.08714 -2.99673 4.29687
C -2.69002 0.30368 1.40713
C -1.82045 1.02625 -2.52730
C 1.73854 -1.90105 3.64678
C -0.34503 3.21902 -1.50253
C 1.27133 -1.40476 2.46195
C 3.12322 -1.66305 -2.85177
C 2.39395 -3.09876 -0.83494
H -3.74195 0.34149 -1.86678
H 0.68425 3.56130 -1.38667
H -3.12032 1.67799 -0.91621
H 3.65377 -0.71544 -2.75310
H -2.06676 -0.25664 2.10649
H 2.44106 -3.97525 -1.48393
H -3.20274 2.38124 0.99446
H -2.68937 2.03594 2.62247
H -2.20947 3.48771 -0.42766
H -0.89873 4.51246 0.10202
H 3.35072 -3.04092 -0.30489
H 3.83898 -2.47115 -2.98020
H 1.59708 -3.18875 -0.09975
H 2.49542 -1.59105 -3.74206
H -1.66795 0.11704 -3.11202
H -0.77514 3.78954 -2.32835
H -3.72700 0.03731 1.61667
H -2.21175 1.77959 -3.21427



Record 8
36
Properties=species:S:1:pos:R:3 method="wB97M-V/def2-TZVPD" molar_mass_g_mol=252.3 gap_ev=5.988 de_lowest_kj_mol=0.0 multiplicity=1 total_charge=-1 homo_ev=-3.814
O 0.10444 -2.01240 2.87361
O 2.62658 3.70959 -0.20189
O -0.91813 -4.56780 3.06366
O -2.83247 -3.50059 3.63487
N -1.25493 -2.51789 0.90913
C -1.20317 -2.30932 2.38589
C 4.04825 3.75597 -0.22574
C -0.46633 1.70500 -0.28938
C -1.57818 -0.42529 -0.44108
C -1.09164 0.63336 0.32217
C 0.43369 -3.56346 -0.50586
C 0.02743 -2.57692 0.29843
C 0.40944 2.89874 -2.31371
C -1.70314 -3.59691 3.10266
C -1.44066 -0.38946 -1.81860
C -0.81014 0.68996 -2.43154
C -0.30840 1.73117 -1.67316
C -2.21543 -1.61665 0.24735
H -0.13295 3.82070 -2.09519
H 4.40865 4.77611 -0.38622
H 1.39820 2.99305 -1.86560
H 0.19756 -1.05501 2.84526
H -1.20726 0.57857 1.39956
H 4.47237 3.36907 0.70425
H -2.76961 -2.18758 -0.50649
H -1.83186 -1.22889 -2.38130
H 0.52356 2.74629 -3.38621
H -2.95185 -1.28016 0.97722
H -1.86573 -1.49002 2.68013
H -0.09526 2.53186 0.30693
H 4.37986 3.13033 -1.05064
H -0.69127 0.68640 -3.50939
H -0.21992 -4.09167 -1.19103
H 0.74345 -1.78013 0.49790
H 2.32759 4.26020 0.52681
H 1.48723 -3.82622 -0.50280



Record 9
38
Properties=species:S:1:pos:R:3 method="wB97M-V/def2-TZVPD" molar_mass_g_mol=302.3 smiles="O=C(O[C@@H]1CCCOS1(=O)=O)c1ccccc1.CCO" gap_ev=10.094 multiplicity=1 homo_ev=-9.554
S -1.13399 -1.55774 0.78183
O 0.29881 -2.19327 0.53749
O 1.40145 0.30390 -3.81723
O -1.49639 2.32469 2.84865
O -1.53158 -0.72722 -0.30980
O -2.02097 -2.63296 1.11821
O -0.23992 0.60410 2.18408
C 1.37428 -1.63398 1.32717
C 0.08169 2.45845 -1.56531
C 1.99580 -1.77546 -2.69655
C 1.12833 -0.52966 -2.69027
C -1.00782 1.74613 1.94363
C -0.97070 -0.60057 2.33218
C -1.13308 2.78179 -2.15213
C 1.19402 -1.82051 2.81451
C -1.06880 2.14353 0.52456
C -0.21791 -1.48140 3.30571
C -2.28258 2.48491 -0.05692
C 0.11599 2.13039 -0.21516
C -2.30890 2.80982 -1.40604
H 2.29246 -2.08131 0.97062
H 1.00392 2.41280 -2.11829
H 1.81018 -2.37190 -3.59266
H 3.05247 -1.50329 -2.69904
H 1.79255 -2.39744 -1.82331
H 1.43595 -2.83603 3.11063
H 0.06744 -0.79581 -2.68315
H 1.90135 -1.14238 3.28430
H 1.45006 -0.57295 1.09759
H 1.21648 -0.20556 -4.61135
H 1.05567 1.85954 0.24145
H -3.16820 2.47827 0.55821
H -1.16169 3.01099 -3.20695
H -1.98346 -0.39547 2.66632
H -0.22170 -1.01665 4.28496
H -0.79539 -2.39947 3.38004
H 1.32883 0.06931 -1.80559
H -3.25465 3.05241 -1.86239



Record 10
51
Properties=species:S:1:pos:R:3 method="wB97M-V/def2-TZVPD" molar_mass_g_mol=682.9 gap_ev=1.248 de_lowest_kj_mol=113.5 multiplicity=1 total_charge=+1 homo_ev=-9.861
Br 3.41222 -4.46668 -2.66832
Br 1.63862 -1.44270 -3.73608
V 6.01894 -6.34449 -4.37931
Cl 6.77502 2.35945 4.45549
Cl -2.64410 -3.47379 -0.89016
Al -0.40611 -3.02775 0.83064
F -0.17900 1.37943 -3.39068
F 2.34197 -0.30807 0.29016
O 6.31116 -7.97340 -4.38541
O 6.33010 -4.75831 -4.79557
O -4.05634 2.92312 2.02820
O 2.45628 1.85865 -0.15251
O -6.17357 3.51100 2.54250
O -5.64399 2.81436 0.46897
O -2.38127 2.55405 -0.57592
N 6.89576 3.59479 2.29608
N -4.72779 -0.98041 0.92772
N -2.54820 0.26757 -1.07418
C 1.86559 0.84338 -0.28460
C 5.84945 3.10112 2.49408
C -0.53754 1.13736 -0.03124
C 4.07907 -2.64225 -2.86349
C -1.96490 -0.78205 -0.24166
C -6.68930 0.23846 2.12296
C 4.50819 2.54814 2.60222
C -1.93665 1.44316 -0.61325
C -5.40741 3.11594 1.65251
C 0.55746 0.70788 -1.02934
C 3.04474 -1.64758 -2.41503
C -0.91749 -0.20723 0.70037
C -5.58479 -0.44179 1.46736
Li -5.29442 1.07783 4.50679
H -1.33719 0.07277 1.67058
H -2.65476 -1.43960 0.25411
H 4.96648 -2.59222 -2.23607
H -0.16108 -1.03558 0.68056
H -6.46741 0.45732 3.17523
H 0.60628 1.35315 -1.95433
H -3.52946 0.46451 -0.86438
H 4.36776 -2.52114 -3.90223
H -1.40673 -1.37308 -0.97638
H 4.09405 2.72536 3.59136
H 3.83558 2.99816 1.86995
H 4.51759 1.47380 2.42686
H 3.49377 -0.66151 -2.31195
H 2.56877 -1.92444 -1.48080
H -0.12685 1.91445 0.60435
H -7.59998 -0.35742 2.10553
H -6.90089 1.19414 1.63195
H -3.71973 2.62230 1.16495
H 0.46205 -0.35016 -1.30859



Record 11
41
Properties=species:S:1:pos:R:3 method="wB97M-V/def2-TZVPD" molar_mass_g_mol=617.3 gap_ev="1.440 / 6.147" multiplicity=3 total_charge=-2 homo_ev="2.086 / -1.687"
Au -0.23465 -0.23712 0.32227
I 1.06862 0.92360 -4.36416
S -0.26834 -1.13128 2.87800
O -2.97498 -0.39233 -1.44930
N -1.23277 2.68259 0.94249
N -0.04905 -3.21412 -0.54551
N 1.68448 -2.01115 -1.00245
N -0.94526 1.35994 4.04784
N 0.76802 2.23220 1.50534
C -0.31966 1.70051 0.90541
C -0.68265 0.32509 3.57142
C 1.97748 -3.30752 -1.38886
C -0.69083 3.85661 1.47467
C 1.96604 1.51957 1.81429
C -2.31495 -0.41835 -0.48128
C -1.37146 -3.65710 -0.05995
C 0.90257 -4.05574 -1.12601
C 2.61774 -0.87873 -1.07821
C -2.59738 2.58405 0.48649
C -0.64520 0.50493 -3.26008
C 0.44963 -1.96550 -0.46025
C 0.57346 3.55177 1.83235
H 1.95191 0.49083 1.41123
H -1.38081 -4.75840 -0.17119
H 2.06743 0.01754 -1.45216
H 0.70213 -5.09784 -1.28536
H 1.31184 4.14876 2.30341
H 2.11923 1.43055 2.89980
H -1.51466 -3.35745 1.00439
H -0.50610 0.98408 -2.27510
H -1.25049 4.76287 1.56997
H 3.07479 -0.65844 -0.07702
H 2.84914 2.02973 1.40966
H -3.08188 1.66476 0.80378
H -3.16732 3.40819 0.91133
H -0.64759 -0.55586 -2.96688
H -2.16984 -3.20937 -0.69089
H -2.69935 2.66222 -0.59549
H 2.91108 -3.55896 -1.83525
H 3.39455 -1.16962 -1.81825
H -1.64491 0.79448 -3.71051



Record 12
43
Properties=species:S:1:pos:R:3 method="wB97M-V/def2-TZVPD" molar_mass_g_mol=555.8 gap_ev=8.935 multiplicity=1 total_charge=+1 homo_ev=-12.221
Bi 1.70879 -0.30987 0.64501
Cl 2.65635 -0.74877 -1.96464
O 0.05509 -1.06612 2.07808
O -1.12301 -0.80330 3.97113
O 2.84273 3.87084 0.63929
O 0.19152 4.02213 5.12446
O 2.43705 1.73379 0.07105
N 0.00065 -1.69419 -4.35025
N 0.01343 0.59467 -0.68148
N 1.02409 1.32441 2.20042
N 0.34932 -2.51400 -0.19743
C -0.32464 -1.50181 -2.88786
C -0.08136 1.88991 4.21016
C -0.95789 -2.73589 -2.28054
C -1.18264 -0.26763 -2.67988
C 1.30770 3.50421 3.06189
C 0.48736 3.16744 4.14317
C -1.28341 0.01054 -1.17441
C 2.36229 2.78513 0.84383
C -0.35464 -0.40891 3.12811
C -1.76440 -1.23414 -0.42329
C -1.02043 -2.52748 -0.76321
C 0.21733 0.99726 3.21187
C 1.54754 2.54343 2.10839
H 0.65818 -1.34225 -2.43790
H 0.97210 -3.10681 -0.73639
H -0.16967 1.48059 -0.21645
H -1.70792 -1.06881 0.65091
H -0.73859 1.60823 5.02040
H -1.59191 -3.35645 -0.34006
H -2.19365 -0.42319 -3.06901
H 0.63357 0.81874 -1.46362
H -2.03824 0.78310 -1.02936
H -0.76009 0.60515 -3.18776
H -1.97066 -2.89809 -2.66217
H 1.75000 4.48569 2.94633
H 0.61270 -2.50588 -4.45954
H -0.37151 -3.63423 -2.49922
H 0.51993 -0.88299 -4.69609
H 0.63290 4.87163 4.99888
H -0.82926 -1.82930 -4.93009
H -2.81916 -1.36813 -0.67620
H 0.30243 -2.86865 0.75347